(1)
ORCA calculation (the ωB97M-V functional and the def2-TZVPD basis) on a structure of composition C20H46O3P4STl at a distorted geometry.

Geometry as ORCA input:
```
! RIJCOSX wB97M-V def2-TZVPD def2/J DEFGRID3
* xyz 3 1
Tl -0.96 0.12 0.35
S 4.49 -0.86 -3.17
P -1.29 -2.18 1.13
P -1.78 1.32 2.53
P 0.06 -0.76 -1.81
P -3.10 0.76 -0.78
O -3.15 0.36 2.66
O -2.28 2.47 3.53
O -0.34 0.97 3.29
C 0.22 2.03 -0.10
C -1.02 -1.55 -2.98
C 7.31 1.94 -2.58
C 1.35 -1.95 -1.45
C -1.78 -3.39 -0.10
C -1.82 3.77 2.98
C 7.13 -0.84 -2.30
C 0.14 -2.91 1.89
C -0.54 0.37 4.62
C -4.15 -0.57 -1.34
C 8.32 -0.18 -1.99
C -3.90 0.50 3.91
C 8.41 1.22 -2.13
C -2.58 -2.37 2.34
C 6.01 -0.11 -2.76
C -4.18 1.78 0.18
C 1.08 1.13 0.55
C 0.90 0.48 -2.78
C -2.76 1.75 -2.22
C 6.11 1.29 -2.90
H 1.86 0.58 -0.01
H -0.24 2.86 0.46
H 2.09 -1.53 -0.77
H -4.43 1.46 3.92
H -4.52 -1.15 -0.49
H -0.35 -1.94 -3.75
H 0.47 -2.33 2.77
H -1.60 -2.37 -2.55
H 1.82 -2.16 -2.41
H 0.98 -2.98 1.19
H 7.37 3.02 -2.69
H 7.06 -1.92 -2.20
H -3.65 -1.23 -2.05
H -0.16 -3.91 2.21
H -1.03 -0.59 4.48
H -4.65 -0.32 3.92
H -0.72 3.81 2.98
H 1.71 0.97 -2.23
H -2.23 3.89 1.99
H -1.70 -0.82 -3.44
H 9.18 -0.75 -1.64
H 0.95 -2.87 -1.03
H 5.25 1.85 -3.25
H -3.67 2.66 0.58
H 1.31 1.26 1.63
H -2.18 1.21 -2.99
H -4.64 1.22 1.00
H -2.72 -3.11 -0.58
H -4.96 2.10 -0.52
H -3.56 -2.06 1.94
H -2.22 4.57 3.65
H -1.09 1.06 5.26
H -2.39 -1.83 3.26
H 0.49 0.21 5.04
H -2.61 -3.45 2.56
H -3.74 2.02 -2.63
H -3.22 0.37 4.74
H 0.21 1.24 -3.16
H -1.93 -4.31 0.47
H 9.34 1.73 -1.88
H 0.30 2.20 -1.18
H 1.32 -0.08 -3.62
H -5.00 -0.08 -1.84
H -2.22 2.66 -1.95
H 4.86 -2.15 -2.89
H -1.02 -3.56 -0.86
*
```

Summary:
ΔE to the lowest compared entry with this formula, charge and spin: 2.080 eV
E_LUMO: -9.947 eV

---

(2)
ORCA calculation (the ωB97M-V functional and the def2-TZVPD basis) on a structure of composition C20H46P4PbS at a distorted geometry.

Geometry as ORCA input:
```
! RIJCOSX wB97M-V def2-TZVPD def2/J DEFGRID3
* xyz 4 1
Pb -0.37 -0.02 -0.26
S 0.51 -0.51 -2.90
P 0.81 0.37 2.93
P -2.20 -1.30 1.96
P -1.98 2.23 1.04
P 1.81 1.91 -0.37
C 1.21 2.80 -1.88
C 2.13 -2.82 -5.88
C -3.84 -1.43 1.14
C 3.19 0.82 -0.94
C 2.49 -0.37 2.88
C 0.96 -1.22 -4.45
C 1.76 -2.36 -4.61
C -3.21 2.45 -0.30
C 1.23 -4.66 -1.26
C -1.75 -3.07 1.94
C -1.22 3.88 1.12
C 1.70 -2.16 -7.03
C 0.34 -0.29 4.59
C 0.90 -1.02 -6.89
C -2.78 -1.19 3.69
C 0.28 -4.60 -2.20
C 2.80 3.28 0.35
C 0.53 -0.56 -5.62
C -3.09 2.28 2.50
C 1.23 2.08 3.48
H -1.17 -3.32 2.85
H 1.89 2.02 4.36
H 3.04 -0.08 3.79
H -3.71 3.19 2.46
H -3.74 1.40 2.52
H 2.38 -1.47 2.88
H -2.70 2.55 -1.26
H -3.72 -1.76 3.78
H -3.81 3.35 -0.10
H -2.48 2.30 3.41
H 0.55 -4.38 -3.25
H 3.05 -0.06 1.99
H 0.53 2.22 -2.52
H 2.29 -4.54 -1.50
H 1.98 -2.53 -8.02
H -0.59 0.16 4.95
H -2.97 -0.14 3.96
H 1.73 2.65 2.69
H 0.99 -4.84 -0.20
H -4.46 -2.09 1.75
H -2.04 -1.61 4.38
H 3.41 3.73 -0.45
H 2.86 -0.20 -1.18
H 1.15 -0.04 5.30
H -3.73 -1.86 0.14
H 2.77 -3.70 -5.98
H -2.67 -3.67 1.92
H -2.00 4.66 1.09
H -0.10 0.32 -5.53
H -4.31 -0.44 1.07
H 2.14 4.06 0.76
H 0.23 -1.38 4.54
H 0.30 2.60 3.77
H 2.10 3.09 -2.46
H -0.78 -4.77 -2.01
H -1.14 -3.30 1.05
H -0.65 3.98 2.05
H 0.57 -0.48 -7.79
H -3.87 1.57 -0.33
H 3.94 0.77 -0.14
H 3.66 1.26 -1.83
H 2.09 -2.88 -3.71
H 0.68 3.72 -1.56
H -0.53 4.03 0.27
H -0.02 -1.55 -2.08
H 3.47 2.93 1.14
*
```

Summary:
ΔE to the lowest compared entry with this formula, charge and spin: 0.000 eV
E_LUMO (spin up / spin down): -14.983 / -15.060 eV

---

(3)
ORCA calculation (the ωB97M-V functional and the def2-TZVPD basis) on a structure of composition C20H46P4SeTb at a distorted geometry.

Geometry as ORCA input:
```
! RIJCOSX wB97M-V def2-TZVPD def2/J DEFGRID3
* xyz 3 7
Tb 1.35 0.28 -0.37
Se -0.88 -2.49 0.54
P 1.40 -0.36 2.48
P -1.29 0.60 -1.80
P 1.30 2.93 -0.08
P -1.59 1.48 1.62
C -2.96 -0.10 -1.48
C -2.74 0.32 2.45
C -2.88 2.69 1.12
C -1.03 2.34 3.13
C 0.58 -4.31 -1.32
C 2.72 3.27 0.97
C 0.57 -1.25 3.92
C 1.95 3.13 -1.76
C -1.86 -4.49 -1.27
C 0.50 -5.03 -2.53
C 2.59 -1.74 2.18
C -1.87 2.26 -2.31
C 2.42 0.75 3.51
C 0.23 4.33 0.14
C 2.66 -1.41 -2.04
C -0.67 -3.96 -0.77
C 3.44 -2.45 -2.44
C -0.70 -5.54 -3.07
C -1.06 -0.20 -3.43
C -1.88 -5.38 -2.36
H -3.45 0.88 3.07
H -1.04 2.93 -2.51
H -2.91 -1.11 -1.05
H 3.61 -2.47 -3.54
H 3.90 -3.23 -1.80
H 3.53 2.54 0.84
H 2.55 4.04 -1.70
H -0.09 -0.56 4.48
H 2.95 -2.08 3.16
H -2.80 -4.14 -0.83
H 2.98 0.13 4.23
H -0.98 -1.29 -3.35
H 2.04 -2.56 1.69
H 2.59 2.31 -2.11
H -3.46 2.96 2.01
H -0.57 1.65 3.85
H 0.86 5.20 -0.01
H 2.61 -0.54 -2.70
H 1.37 -5.03 -3.17
H -2.51 2.71 -1.55
H 1.16 3.26 -2.50
H 3.09 1.35 2.89
H -3.33 -0.25 1.72
H 3.42 -1.41 1.54
H -0.16 0.16 -3.93
H -0.02 -2.11 3.57
H -1.43 -1.79 -0.66
H 1.39 -1.59 4.58
H 1.75 1.41 4.08
H -2.45 3.62 0.72
H 2.44 3.24 2.03
H 3.07 4.27 0.70
H -3.57 0.53 -0.82
H -0.58 4.33 -0.58
H -0.21 4.36 1.14
H -0.34 3.15 2.91
H -2.20 -0.38 3.10
H -3.59 2.28 0.39
H -1.90 2.78 3.63
H 1.87 -1.44 -1.21
H 1.58 -4.08 -0.90
H -2.82 -5.83 -2.64
H -1.95 0.06 -4.03
H -3.49 -0.17 -2.44
H -0.71 -5.88 -4.12
H -2.46 2.14 -3.23
*
```

Summary:
Expectation value of S²: 12.707
E_LUMO (spin up / spin down): -10.305 / -9.912 eV

---

(4)
ORCA calculation (the ωB97M-V functional and the def2-TZVPD basis) on a structure of composition C20H47Br6O12P3 at a distorted geometry.

Geometry as ORCA input:
```
! RIJCOSX wB97M-V def2-TZVPD def2/J DEFGRID3
* xyz 0 1
Br -21.98 -15.70 6.80
Br -24.15 -11.98 6.61
Br -21.01 -13.51 8.98
Br -24.35 -10.11 3.97
Br -21.40 -11.28 4.98
Br -18.86 -15.79 8.11
P -26.55 -16.49 8.31
P -20.36 -10.93 -1.40
P -18.03 -10.34 6.72
O -26.73 -18.04 7.97
O -18.69 -10.11 5.31
O -24.96 -16.54 8.71
O -21.08 -9.62 -0.89
O -19.04 -11.04 -0.49
O -26.62 -15.80 6.83
O -17.27 -11.74 6.47
O -27.33 -15.78 9.29
O -19.33 -10.77 7.52
O -20.04 -10.96 -2.82
O -17.19 -9.22 7.37
O -21.24 -12.15 -0.90
C -19.75 -9.11 9.21
C -16.91 -10.36 -1.54
C -15.96 -13.65 7.16
C -22.90 -12.15 0.84
C -23.31 -11.46 4.92
C -26.46 -18.96 9.03
C -16.73 -12.41 7.62
C -23.29 -15.79 10.15
C -24.46 -15.35 9.38
C -25.89 -16.41 5.73
C -27.14 -20.28 8.72
C -25.95 -15.41 4.56
C -21.49 -12.33 0.48
C -17.77 -10.04 3.11
C -18.11 -9.16 4.35
C -17.74 -11.47 -1.02
C -22.16 -7.73 -1.88
C -20.78 -8.34 -1.48
C -20.23 -9.71 7.90
C -20.48 -14.73 7.56
H -17.90 -12.22 -1.77
H -22.90 -12.22 1.95
H -24.87 -16.62 5.99
H -23.70 -16.52 10.87
H -20.34 -8.24 9.35
H -17.24 -8.70 4.74
H -21.12 -13.33 0.70
H -26.97 -15.03 4.56
H -20.07 -14.15 6.79
H -15.95 -10.85 -1.77
H -20.16 -8.41 -2.36
H -21.22 -10.17 7.96
H -22.88 -7.68 -1.08
H -26.39 -17.37 5.61
H -26.84 -18.55 9.96
H -28.20 -20.12 8.93
H -18.58 -10.68 2.76
H -23.55 -12.37 4.34
H -19.99 -9.86 10.00
H -18.66 -8.85 9.13
H -23.18 -11.11 0.59
H -22.53 -16.19 9.50
H -27.02 -20.53 7.67
H -20.89 -11.62 1.05
H -22.90 -14.88 10.54
H -24.08 -14.65 8.67
H -25.27 -14.59 4.73
H -16.87 -10.60 3.41
H -22.44 -8.41 -2.66
H -16.79 -9.59 -0.79
H -17.26 -11.85 -0.13
H -25.73 -15.88 3.62
H -23.66 -12.78 0.38
H -18.82 -8.40 4.00
H -17.31 -9.90 -2.45
H -25.22 -14.87 10.02
H -16.53 -14.14 6.39
H -16.02 -11.67 8.06
H -20.34 -7.71 -0.74
H -17.54 -9.33 2.33
H -14.97 -13.38 6.84
H -15.90 -14.27 8.02
H -25.36 -19.13 9.19
H -20.29 -9.00 7.05
H -17.55 -12.53 8.28
H -21.98 -6.73 -2.23
H -26.77 -21.18 9.32
*
```

Summary:
ΔE to the lowest compared entry with this formula, charge and spin: 1.316 eV
E_LUMO: -0.582 eV

---

(5)
ORCA calculation (the ωB97M-V functional and the def2-TZVPD basis) on a cluster of 2 separate species, C20H47N5O6P in total at a distorted geometry.

Geometry as ORCA input:
```
! RIJCOSX wB97M-V def2-TZVPD def2/J DEFGRID3
* xyz 1 1
P 2.16 3.03 2.25
O 2.81 -2.73 3.57
O 3.32 1.95 2.66
O 4.67 -3.71 3.98
O -6.71 -0.46 -3.33
O -3.24 2.61 0.14
O -6.19 1.15 -0.26
N 3.75 -3.02 4.30
N 3.06 4.34 1.70
N -0.18 1.62 2.49
N -0.98 2.33 0.46
N 1.26 2.24 0.85
C -7.93 -1.05 -3.75
C -6.52 -0.59 -1.94
C 4.35 -4.11 0.63
C 3.23 -3.04 0.50
C 1.65 0.91 -1.95
C 3.03 -2.70 -0.98
C -9.06 -0.05 -3.57
C 4.37 -0.43 -0.79
C -5.75 0.66 -1.51
C 3.77 -2.46 5.68
C 4.06 -1.73 -1.57
C -5.19 1.23 0.70
C 1.35 2.98 -0.42
C 3.79 -5.37 1.29
C -4.53 2.61 0.75
C 0.90 2.24 -1.66
C 0.03 2.07 1.24
C -2.30 2.32 1.11
C 3.05 1.22 -2.47
C 4.36 0.75 -1.77
H 3.11 2.30 -2.54
H 2.79 -5.57 0.97
H 4.84 1.60 -1.32
H 3.15 1.15 2.14
H 2.32 -3.50 0.85
H 3.15 -3.64 -1.51
H -0.87 3.20 -0.05
H -8.14 -1.93 -3.17
H 3.68 -0.25 0.03
H -0.06 0.65 2.72
H -4.69 0.42 -1.52
H 5.03 0.44 -2.56
H 2.89 -1.86 5.82
H 5.07 -3.70 1.32
H -5.94 -1.49 -1.76
H -7.46 -0.67 -1.41
H 4.98 -2.29 -1.70
H 3.98 4.10 1.35
H 1.08 0.46 -2.75
H -5.93 1.40 -2.27
H -4.40 0.49 0.58
H 1.55 0.25 -1.11
H -9.06 0.30 -2.56
H 3.78 -3.30 6.37
H -5.64 1.04 1.67
H -5.18 3.33 0.28
H -10.00 -0.53 -3.83
H 1.09 2.88 -2.51
H 5.35 -0.51 -0.33
H 3.86 -5.29 2.36
H 0.81 3.92 -0.35
H -0.15 2.01 -1.68
H 2.56 4.95 1.07
H -2.31 3.08 1.88
H 4.82 -4.31 -0.31
H 3.75 -1.40 -2.55
H -4.47 2.89 1.80
H -0.50 2.28 3.16
H 4.40 -6.21 0.98
H 3.43 -2.19 1.14
H 2.03 -2.37 -1.22
H 2.38 3.25 -0.57
H 3.12 0.88 -3.49
H 4.67 -1.86 5.78
H -2.53 1.36 1.53
H -8.92 0.77 -4.26
H -7.85 -1.33 -4.79
*
```

Summary:
E_LUMO: -3.111 eV

---

(6)
ORCA calculation (the ωB97M-V functional and the def2-TZVPD basis) on a structure of composition C20H49AlBrF6N4Na2O8P at a distorted geometry.

Geometry as ORCA input:
```
! RIJCOSX wB97M-V def2-TZVPD def2/J DEFGRID3
* xyz 0 1
Br -1.21 -1.52 3.18
P 3.28 1.13 -1.66
Al -1.49 2.61 -5.46
Na -3.67 0.93 -3.32
Na 5.08 -3.55 0.44
F -2.25 1.35 -6.37
F -0.79 1.92 -4.05
F -2.72 3.70 -4.91
F 1.23 1.05 -3.42
F -0.35 3.44 -6.41
F 0.21 -0.85 -4.48
O -4.17 -3.31 3.90
O -2.37 2.11 2.64
O 7.46 -0.76 0.39
O 3.61 -2.15 0.36
O -1.18 -2.84 -4.13
O -4.49 1.74 3.27
O 4.47 0.05 -1.06
O 2.16 4.79 -2.81
N 7.79 -0.41 -1.83
N 4.02 2.68 -1.43
N 9.57 -0.84 -0.44
N 0.03 -0.55 -0.28
C 2.13 6.19 -2.56
C 1.16 -2.42 1.74
C 0.43 -1.11 2.20
C 1.70 1.09 -0.58
C -3.74 2.34 2.56
C -5.22 -3.07 6.01
C -2.19 0.36 -1.57
C 8.23 -0.68 -0.57
C -5.28 -2.80 4.49
C -0.45 1.26 1.54
C 0.79 0.03 -1.20
C 1.74 0.46 0.88
C -5.30 -1.27 4.28
C 0.25 -0.05 1.07
C -4.32 3.35 1.57
C -3.43 -1.53 -0.31
C -1.98 1.34 1.48
C -2.25 -1.13 -1.25
C 0.37 -3.74 1.94
C -0.84 -1.61 -0.81
H -6.17 -0.82 4.77
H -0.33 -2.01 -1.69
H -0.40 -2.12 -4.43
H -1.44 0.90 -1.02
H 0.90 -4.52 1.38
H -1.61 -3.27 -4.88
H -3.53 3.94 1.10
H 1.10 -0.62 2.90
H -0.94 -2.43 -0.10
H 1.11 2.01 -0.69
H 1.27 6.64 -3.05
H -0.66 -3.71 1.57
H 4.27 2.76 -0.45
H -4.41 -0.80 4.68
H 4.94 0.44 -0.30
H -2.12 0.50 -2.63
H 6.80 -0.28 -1.95
H 1.90 1.27 1.59
H -0.82 -3.49 -3.51
H 10.21 -0.78 -1.20
H -3.13 -1.66 0.73
H 3.35 3.40 -1.70
H 3.65 -2.86 -0.30
H -4.90 2.83 0.81
H -2.46 -1.67 -2.18
H 2.51 -0.31 0.79
H 4.23 -1.48 0.02
H -2.27 1.94 0.61
H 3.04 6.63 -2.96
H -6.28 -3.17 4.15
H -0.07 2.15 1.04
H -4.32 -2.64 6.46
H 1.35 4.41 -2.45
H 1.50 -2.35 0.71
H -3.21 0.83 -1.24
H 0.75 -0.23 -2.29
H 2.07 -2.51 2.33
H 9.92 -1.04 0.48
H 2.09 6.39 -1.48
H -6.08 -2.64 6.53
H -4.97 4.03 2.12
H -5.37 -1.03 3.22
H -0.19 1.36 2.60
H -4.27 -0.84 -0.43
H -5.22 -4.15 6.21
H -3.79 -2.51 -0.66
H 0.43 -4.03 2.99
H 8.39 -0.33 -2.62
H -2.50 0.38 1.55
*
```

Summary:
E_LUMO: -3.068 eV

---

| no. | DFT total energy (Eh) |
| --- | --- |
| 1 | -2950.4294 |
| 2 | -2744.4679 |
| 3 | -5379.8834 |
| 4 | -18161.5296 |
| 5 | -1856.4206 |
| 6 | -5693.9455 |